# 1
A cluster of 13 separate species, C24H74O13 in total. Source: the OMol25 dataset; level of theory: ωB97M-V/def2-TZVPD.

Geometry (Å):
C -1.70 22.34 -3.83
C -1.62 23.40 -4.87
O -0.62 24.31 -4.47
H -2.19 22.67 -2.91
H -0.77 21.84 -3.59
H -2.28 21.53 -4.27
H -2.58 23.89 -4.99
H -1.43 22.95 -5.84
H 0.19 23.81 -4.34
C -3.35 28.09 -2.69
C -2.50 26.81 -2.98
O -2.02 26.87 -4.35
H -4.05 28.34 -3.49
H -2.64 28.90 -2.59
H -3.86 28.06 -1.73
H -3.18 25.95 -2.97
H -1.71 26.59 -2.26
H -1.41 26.14 -4.49
C 2.72 24.93 -3.90
C 2.42 23.50 -3.48
O 1.92 22.71 -4.53
H 3.57 24.96 -4.59
H 3.02 25.54 -3.05
H 1.84 25.43 -4.30
H 1.70 23.53 -2.65
H 3.36 23.04 -3.18
H 1.84 21.81 -4.19
C -2.89 23.82 -8.08
C -3.67 24.16 -9.40
O -3.47 23.09 -10.23
H -1.85 23.53 -8.24
H -3.33 23.02 -7.49
H -2.99 24.68 -7.41
H -3.29 25.09 -9.82
H -4.72 24.33 -9.13
H -3.92 23.23 -11.06
C 6.31 24.41 -6.22
C 5.00 23.81 -6.68
O 4.37 24.92 -7.25
H 6.98 24.72 -7.03
H 6.88 23.70 -5.61
H 6.18 25.26 -5.56
H 4.34 23.36 -5.95
H 5.20 23.01 -7.39
H 3.43 24.71 -7.19
C -1.09 26.47 -12.16
C -1.75 27.82 -12.47
O -0.65 28.73 -12.50
H -1.82 25.68 -11.99
H -0.50 26.53 -11.25
H -0.36 26.14 -12.90
H -2.43 28.12 -11.68
H -2.31 27.82 -13.41
H -0.96 29.56 -12.84
C 1.46 29.88 -8.94
C 0.45 30.91 -9.40
O 0.09 31.80 -8.35
H 1.30 28.97 -9.52
H 1.33 29.54 -7.91
H 2.43 30.37 -9.02
H -0.44 30.41 -9.78
H 0.80 31.45 -10.28
H -0.52 32.48 -8.63
C 5.20 22.48 -10.51
C 3.76 23.10 -10.47
O 3.60 23.76 -11.70
H 5.31 21.82 -9.65
H 5.85 23.35 -10.56
H 5.37 21.87 -11.40
H 3.70 23.84 -9.68
H 3.03 22.29 -10.37
H 2.70 23.60 -11.99
C 2.77 20.51 -6.97
C 2.84 19.04 -6.61
O 4.01 18.46 -7.07
H 3.63 21.04 -6.56
H 1.88 20.90 -6.48
H 2.72 20.69 -8.04
H 1.92 18.55 -6.92
H 2.93 19.04 -5.52
H 4.18 17.66 -6.57
C -1.63 30.02 -6.07
C -1.39 28.88 -7.04
O -2.39 27.95 -6.85
H -0.81 30.74 -6.09
H -1.65 29.69 -5.03
H -2.51 30.62 -6.33
H -0.42 28.45 -6.79
H -1.35 29.12 -8.10
H -2.38 27.67 -5.93
C 0.95 25.94 -8.38
C 0.83 25.15 -7.03
O 1.85 24.16 -7.03
H 1.57 26.83 -8.27
H -0.02 26.33 -8.70
H 1.18 25.27 -9.21
H -0.12 24.63 -6.96
H 0.91 25.86 -6.20
H 1.71 23.60 -6.27
C 2.50 27.24 -12.32
O 2.22 28.60 -12.42
H 2.21 26.84 -11.35
H 2.03 26.68 -13.13
H 3.57 27.11 -12.46
H 1.27 28.70 -12.48
C 5.08 27.06 -9.55
O 6.08 26.76 -8.58
H 5.19 28.06 -9.95
H 5.25 26.39 -10.39
H 4.07 26.82 -9.20
H 5.73 26.02 -8.08

total charge = -1
orbital gap (spin up / spin down) = 1.6 / 9.1 eV
multiplicity = 2
lowest unoccupied orbital energy (spin up / spin down) = 1.79 / 1.79 eV

---

# 2
The ion C5H11NO2 with charge -2. Source: the OMol25 dataset; level of theory: ωB97M-V/def2-TZVPD.

Geometry (Å):
C -0.42 2.10 0.46
N 0.72 1.41 -0.05
C 0.63 -0.04 -0.26
C -0.60 -0.80 0.26
C -0.64 -1.15 1.77
O -1.59 -2.08 2.10
C 0.91 -0.28 -1.82
O 0.94 0.90 -2.53
H -0.33 2.36 1.53
H -0.59 3.06 -0.03
H -1.39 1.57 0.41
H 0.92 1.72 -1.02
H 1.42 -0.54 0.32
H -1.54 -0.31 0.00
H -0.64 -1.75 -0.27
H 0.38 -1.59 1.96
H -0.70 -0.18 2.33
H 0.14 -0.97 -2.15
H 1.92 -0.77 -1.88

total charge = -2
orbital gap = 6.1 eV
SMILES string = CN[C@H](C[O-])CC[O-]
multiplicity = 1
lowest unoccupied orbital energy = 6.90 eV

---

# 3
The ion C12H14FN3O3P with charge +1. Source: the OMol25 dataset; level of theory: ωB97M-V/def2-TZVPD.

Geometry (Å):
C 0.46 2.17 2.38
P 1.90 2.26 1.27
O 3.09 1.73 2.25
C 1.48 0.90 0.08
N 0.56 1.14 -0.85
C 0.46 -0.02 -1.63
O -0.33 -0.13 -2.67
C -1.62 0.50 -2.49
O -1.88 1.44 -3.14
C -2.47 -0.14 -1.47
C -2.26 -1.47 -1.12
C -3.08 -2.07 -0.16
C -4.10 -1.32 0.42
C -4.31 0.00 0.04
C -3.50 0.61 -0.90
N 1.28 -0.91 -1.19
N 1.91 -0.34 -0.14
C 2.91 -1.04 0.64
C 4.06 -1.64 -0.20
F 3.85 -1.45 -1.54
H -0.31 2.82 1.98
H 0.81 2.62 3.31
H 0.10 1.16 2.57
H 3.93 2.03 1.88
H 0.06 2.01 -0.95
H -1.47 -2.04 -1.58
H -2.91 -3.09 0.12
H -4.72 -1.78 1.17
H -5.12 0.56 0.50
H -3.67 1.63 -1.21
H 3.32 -0.41 1.42
H 2.40 -1.86 1.15
H 5.00 -1.16 0.07
H 4.17 -2.70 0.00

total charge = +1
orbital gap = 9.5 eV
multiplicity = 1
lowest unoccupied orbital energy = -3.33 eV

---

# 4
A cluster of 9 separate species, C16H45BF4NO7 in total. Source: the OMol25 dataset; level of theory: ωB97M-V/def2-TZVPD.

Geometry (Å):
B 74.18 -44.75 88.27
F 73.05 -45.50 87.96
F 75.07 -45.37 89.20
F 74.71 -44.43 87.10
F 73.72 -43.56 88.84
C 74.25 -48.71 87.28
C 74.99 -50.18 87.48
N 75.42 -51.18 87.70
H 74.51 -48.39 86.33
H 73.29 -48.47 87.49
H 74.64 -47.84 87.91
C 71.22 -47.40 90.77
C 70.30 -47.78 89.58
O 69.33 -48.67 90.12
H 71.83 -48.08 90.94
H 70.58 -47.13 91.73
H 72.00 -46.59 90.53
H 70.85 -48.26 88.72
H 69.81 -46.83 89.48
H 68.59 -48.67 89.51
C 73.17 -46.51 84.26
C 71.93 -46.13 84.84
O 71.73 -46.88 86.01
H 73.00 -47.60 83.92
H 74.15 -46.30 84.62
H 73.53 -45.86 83.38
H 71.02 -46.04 84.14
H 71.86 -45.01 85.17
H 72.24 -46.49 86.58
C 74.85 -43.83 93.57
C 74.65 -44.00 92.08
O 73.78 -43.03 91.59
H 74.97 -42.84 94.00
H 75.44 -44.44 94.23
H 73.87 -43.97 94.32
H 74.13 -44.96 91.79
H 75.80 -43.74 91.78
H 73.49 -43.36 90.69
C 76.28 -39.47 88.59
C 75.63 -40.75 88.87
O 75.05 -41.26 87.66
H 77.09 -39.59 87.85
H 76.66 -38.82 89.41
H 75.61 -38.93 87.93
H 74.74 -40.58 89.60
H 76.26 -41.62 89.42
H 74.48 -42.02 87.98
C 78.86 -48.09 90.34
C 77.62 -47.49 89.71
O 76.64 -47.41 90.74
H 78.79 -48.92 90.86
H 79.16 -47.33 91.12
H 79.62 -48.06 89.40
H 77.25 -48.24 88.85
H 77.88 -46.46 89.32
H 75.77 -46.95 90.48
C 68.66 -43.68 87.84
C 70.00 -44.16 87.70
O 70.78 -43.74 88.79
H 68.22 -43.85 88.85
H 67.98 -44.18 87.13
H 68.66 -42.58 87.71
H 70.51 -43.94 86.80
H 69.97 -45.21 87.68
H 71.65 -44.16 88.79
C 78.88 -46.28 86.05
C 77.64 -45.44 86.36
O 76.56 -46.24 85.91
H 78.83 -47.08 86.41
H 79.64 -45.77 86.36
H 78.93 -46.41 84.89
H 77.59 -44.58 85.84
H 77.42 -45.29 87.40
H 75.79 -45.80 85.97

total charge = -1
orbital gap = 9.8 eV
multiplicity = 1
lowest unoccupied orbital energy = 2.66 eV

---

# 5
An isolated molecule of CHBrN2. Source: the OMol25 dataset; level of theory: ωB97M-V/def2-TZVPD.

Geometry (Å):
C 0.64 0.32 0.38
N 0.24 1.73 0.05
N -0.07 2.87 -0.07
Br 2.44 -0.03 -0.02
H -0.10 -0.36 -0.03

orbital gap (spin up / spin down) = 8.3 / 8.3 eV
multiplicity = 1
lowest unoccupied orbital energy (spin up / spin down) = -0.25 / -0.25 eV

---

# 6
A cluster of 2 separate species, C7H11N in total. Source: the OMol25 dataset; level of theory: ωB97M-V/def2-TZVPD.

Geometry (Å):
C 2.79 -0.37 -0.44
C -2.30 -0.88 0.31
C -1.03 -1.32 -0.13
C 0.02 -0.47 -0.34
C -0.11 0.88 -0.28
C -1.42 1.37 -0.21
C -2.47 0.49 0.19
H 2.74 1.25 0.35
H 2.16 0.02 1.49
H 2.68 -1.42 -0.27
H 2.05 0.18 -1.14
H 3.74 -0.50 -1.05
H -3.03 -1.63 0.82
H -0.94 -2.37 -0.05
H 1.00 -0.89 -0.54
H 0.69 1.68 -0.38
H -1.52 2.40 -0.32
H -3.39 0.88 0.37
N 2.98 0.32 0.88

orbital gap = 10.2 eV
SMILES string = c1ccccc1.CN
multiplicity = 1
lowest unoccupied orbital energy = 0.92 eV

---

# 7
A structure of composition C3H9F2N2O8P2Pd. Source: the OMol25 dataset; level of theory: ωB97M-V/def2-TZVPD.

Geometry (Å):
Pd -1.10 -0.85 1.19
N 1.67 1.77 0.06
C 0.80 0.95 -0.83
C 1.06 1.18 -2.29
P 1.15 -0.73 -0.15
O 2.72 -0.78 -0.69
O 0.40 -1.89 -0.68
O 1.26 -0.40 1.33
P -0.83 1.66 -0.28
O -1.88 0.70 -1.08
O -0.80 3.06 -0.78
O -1.01 1.47 1.20
H 2.63 1.86 -0.28
H 1.62 1.09 0.93
H 1.21 2.67 0.22
H 2.10 0.98 -2.55
H 0.79 2.20 -2.57
H 0.44 0.50 -2.87
H 3.01 -1.69 -0.62
H -2.68 0.70 -0.55
F -3.85 -0.22 1.43
C -3.08 -1.33 1.07
F -3.44 -2.30 1.96
H -3.49 -1.65 0.08
O 1.43 -3.47 2.04
N 0.52 -2.79 2.51
O -0.66 -2.70 2.19

total charge = -1
orbital gap = 6.0 eV
multiplicity = 1
lowest unoccupied orbital energy = 2.54 eV

---

Strongest force on any atom for the records above, in order: 2.81, 1.51, 1.32, 14.18, 7.77, 3.51, 6.95 eV Å⁻¹
M for the records above, in order: 570.84, 117.15, 298.23, 450.34, 120.94, 109.17, 407.48 Da